[1]
Molecular formula: C13H12N5O
Method: DFT, the ωB97M-V functional and the def2-TZVPD basis

CARTESIAN COORDINATES (ANGSTROEM)
C (-0.85, -0.34, 5.71)
C (-1.17, 0.28, 4.74)
C (-1.51, 1.03, 3.53)
N (-0.30, 1.09, 2.65)
N (0.86, 0.71, 3.06)
N (1.72, 0.85, 2.06)
C (1.05, 1.33, 1.02)
C (1.61, 1.60, -0.33)
C (1.15, 0.46, -1.26)
C (0.87, -0.82, -0.77)
C (0.42, -1.84, -1.61)
C (0.24, -1.58, -2.97)
C (-0.24, -2.71, -3.87)
C (0.53, -0.30, -3.45)
C (0.98, 0.72, -2.62)
N (-0.24, 1.50, 1.37)
N (-1.29, 1.98, 0.61)
C (-2.15, 1.10, 0.31)
O (-3.09, 0.47, 0.20)
H (-0.26, -0.85, 6.45)
H (-1.89, 2.02, 3.75)
H (-2.26, 0.44, 2.98)
H (2.70, 1.55, -0.25)
H (1.30, 2.57, -0.72)
H (1.00, -1.08, 0.28)
H (0.21, -2.82, -1.17)
H (0.20, -2.62, -4.87)
H (-1.34, -2.74, -3.90)
H (0.08, -3.64, -3.41)
H (0.42, -0.08, -4.52)
H (1.21, 1.72, -2.98)

Summary:
Frontier orbital gap in eV: 8.05
Multiplicity: 1
Structure (SMILES): C#CCn1nnc(Cc2ccc(C)cc2)[n+]1N=C=O
Total charge: +1
HOMO in eV: -12.20

Atom charges from the natural (NBO) analysis, given in e for atoms 1 to 8: C -0.07; C -0.11; C -0.29; N 0.07; N 0.09; N -0.22; C 0.44; C -0.49

---

[2]
Molecular formula: C13H13BS
Method: DFT, the ωB97M-V functional and the def2-TZVPD basis

CARTESIAN COORDINATES (ANGSTROEM)
B (1.17, -0.95, -0.53)
C (1.23, 2.32, -3.23)
C (-2.47, 0.47, 3.05)
C (1.49, 2.48, -1.95)
C (0.96, 0.98, -3.67)
C (-2.81, -0.19, 1.88)
C (-1.15, 0.83, 3.27)
C (1.53, 1.46, -1.03)
C (0.96, -0.11, -2.87)
C (-1.85, -0.53, 0.83)
C (-0.18, 0.38, 2.39)
C (1.25, 0.17, -1.51)
C (-0.57, -0.25, 1.22)
C (0.48, -3.27, 0.89)
S (1.54, -2.67, -0.59)
H (1.22, 3.24, -3.80)
H (-3.20, 0.67, 3.72)
H (1.91, 3.44, -1.58)
H (0.86, 0.91, -4.80)
H (-3.87, -0.49, 1.81)
H (-0.88, 1.38, 4.11)
H (1.86, 1.70, 0.00)
H (0.72, -1.03, -3.17)
H (-1.99, -0.86, -0.16)
H (0.86, 0.37, 2.63)
H (0.13, -4.26, 0.46)
H (-0.31, -2.67, 0.89)
H (1.07, -3.52, 1.72)

Summary:
Frontier orbital gap (spin up / spin down) in eV: 7.78 / 7.78
Multiplicity: 1
Total charge: 0
Energy relative to the best compared isomer or geometry (same formula, charge and spin) in kcal/mol: 56.2
HOMO (spin up / spin down) in eV: -7.65 / -7.65

Atom charges from the natural (NBO) analysis, given in e for atoms 1 to 8: B 0.60; C -0.21; C -0.25; C -0.21; C -0.18; C -0.19; C -0.19; C -0.15

---

[3]
Molecular formula: C13H13Cl3F9GeN3O7PtS3
Method: DFT, the ωB97M-V functional and the def2-TZVPD basis

CARTESIAN COORDINATES (ANGSTROEM)
Pt (-0.62, -0.11, -0.36)
N (-0.35, -4.25, 0.31)
C (-0.77, -3.13, -0.35)
N (-0.31, -2.03, 0.21)
C (0.43, -2.46, 1.28)
C (1.14, -1.71, 2.23)
C (1.82, -2.40, 3.25)
C (1.80, -3.79, 3.31)
C (1.09, -4.55, 2.37)
C (0.42, -3.85, 1.37)
H (-0.58, -5.20, 0.07)
H (-1.39, -3.18, -1.23)
H (1.15, -0.63, 2.17)
H (2.38, -1.83, 3.99)
H (2.34, -4.30, 4.11)
H (1.07, -5.64, 2.43)
Cl (-0.85, -2.16, -3.62)
Ge (-2.05, -0.91, -2.32)
Cl (-2.77, 0.80, -3.44)
Cl (-3.73, -2.04, -1.57)
C (1.80, 1.27, 2.81)
S (0.73, 0.65, 1.48)
C (-0.81, 0.78, 2.42)
O (0.70, 1.69, 0.41)
H (1.48, 2.27, 3.11)
H (2.82, 1.31, 2.44)
H (1.75, 0.59, 3.66)
H (-0.77, 0.12, 3.29)
H (-1.64, 0.48, 1.77)
H (-0.97, 1.81, 2.74)
F (-2.13, 2.50, -3.59)
C (-0.78, 2.29, -3.47)
F (-0.56, 1.00, -3.84)
F (-0.20, 3.07, -4.42)
S (-0.18, 2.67, -1.78)
O (-0.91, 1.75, -0.91)
O (1.27, 2.44, -1.84)
N (-0.62, 4.19, -1.77)
S (-0.83, 4.80, -0.33)
O (-0.01, 4.30, 0.77)
O (-0.90, 6.27, -0.36)
C (-2.56, 4.27, 0.01)
F (-2.68, 3.03, 0.56)
F (-3.21, 5.12, 0.86)
F (-3.32, 4.26, -1.14)
F (3.66, -1.00, -2.19)
C (2.55, -1.39, -2.89)
F (2.79, -2.64, -3.37)
F (2.43, -0.55, -3.96)
C (1.27, -1.33, -1.99)
O (0.63, -2.41, -1.82)
O (0.98, -0.19, -1.49)
H (-2.02, -0.03, 0.63)

Summary:
<S²>: 0.75
Frontier orbital gap (spin up / spin down) in eV: 6.25 / 3.80
Multiplicity: 2
Total charge: +1
HOMO (spin up / spin down) in eV: -12.18 / -12.17

Atom charges from the natural (NBO) analysis, given in e for atoms 1 to 8: Pt 0.92; N -0.51; C 0.35; N -0.47; C 0.06; C -0.15; C -0.19; C -0.19

---

[4]
Molecular formula: C13H13F7N2O3S2
Method: DFT, the ωB97M-V functional and the def2-TZVPD basis

CARTESIAN COORDINATES (ANGSTROEM)
O (-5.78, 0.17, -0.65)
S (-4.55, 0.25, -1.60)
O (-4.79, 1.56, -2.46)
C (-2.92, 0.53, -0.70)
C (-1.70, 1.25, -1.53)
C (-0.28, 1.49, -0.73)
C (-0.11, 1.03, 0.84)
C (-1.38, 0.29, 1.58)
N (-1.39, -0.22, 3.01)
S (-2.99, -0.90, 3.20)
N (-3.89, -0.68, 1.68)
C (-2.83, 0.02, 0.86)
C (-4.48, -1.16, -2.87)
F (-5.74, -0.98, -3.70)
F (-3.36, -1.00, -3.85)
C (-4.59, -2.65, -2.21)
F (-4.89, -3.60, -3.30)
F (-5.75, -2.76, -1.25)
C (-3.27, -3.15, -1.37)
F (-2.04, -2.37, -1.61)
F (-3.55, -3.31, 0.10)
F (-2.99, -4.55, -1.85)
H (-1.87, 1.56, -2.65)
H (0.63, 1.98, -1.28)
H (0.88, 1.22, 1.47)
C (5.35, 2.87, 1.68)
C (4.40, 1.86, 2.30)
O (3.67, 1.11, 1.33)
C (4.43, 0.30, 0.44)
C (5.25, -0.77, 1.15)
H (4.82, 3.52, 0.96)
H (5.80, 3.50, 2.45)
H (6.16, 2.38, 1.13)
H (3.66, 2.40, 2.89)
H (4.93, 1.20, 2.98)
H (5.07, 0.93, -0.19)
H (3.72, -0.19, -0.23)
H (6.04, -0.33, 1.76)
H (5.73, -1.43, 0.42)
H (4.62, -1.37, 1.81)

Summary:
Frontier orbital gap in eV: 7.02
Multiplicity: 1
Structure (SMILES): O=S(=O)(c1cccc2nsnc12)C(F)(F)C(F)(F)C(F)(F)F.CCOCC
Total charge: 0
Energy relative to the best compared isomer or geometry (same formula, charge and spin) in kcal/mol: 325.7
HOMO in eV: -9.55

Atom charges from the natural (NBO) analysis, given in e for atoms 1 to 8: O -0.80; S 1.84; O -0.85; C -0.32; C -0.11; C -0.24; C -0.15; C 0.08

---

[5]
Molecular formula: C13H13FN2O3S2
Method: DFT, the ωB97M-V functional and the def2-TZVPD basis

CARTESIAN COORDINATES (ANGSTROEM)
C (4.09, 6.21, -0.42)
C (3.17, 5.03, -0.57)
C (2.83, 4.49, -1.80)
C (1.98, 3.41, -1.90)
C (1.45, 2.81, -0.76)
N (0.59, 1.72, -0.92)
C (-0.01, 0.96, 0.03)
O (0.09, 1.11, 1.23)
C (-0.88, -0.15, -0.55)
N (-1.28, -1.07, 0.49)
S (-0.57, -2.59, 0.44)
O (-0.25, -3.00, 1.77)
O (0.43, -2.63, -0.59)
C (-1.95, -3.55, -0.12)
C (-2.13, -4.11, -1.35)
C (-3.37, -4.79, -1.44)
C (-4.08, -4.73, -0.29)
S (-3.26, -3.84, 0.94)
C (1.78, 3.33, 0.49)
C (2.62, 4.42, 0.56)
F (2.93, 4.91, 1.77)
H (4.93, 5.95, 0.22)
H (4.46, 6.53, -1.39)
H (3.56, 7.04, 0.05)
H (3.23, 4.94, -2.70)
H (1.73, 3.01, -2.87)
H (0.44, 1.45, -1.88)
H (-0.33, -0.72, -1.30)
H (-1.78, 0.29, -1.01)
H (-1.13, -0.65, 1.40)
H (-1.41, -4.04, -2.13)
H (-3.70, -5.31, -2.33)
H (-5.04, -5.16, -0.08)
H (1.39, 2.89, 1.40)

Summary:
Frontier orbital gap in eV: 9.21
Multiplicity: 1
Structure (SMILES): Cc1ccc(NC(=O)CNS(=O)(=O)c2cccs2)cc1F
Total charge: 0
Energy relative to the best compared isomer or geometry (same formula, charge and spin) in kcal/mol: 0.0
HOMO in eV: -8.71

Atom charges from the natural (NBO) analysis, given in e for atoms 1 to 8: C -0.62; C -0.12; C -0.18; C -0.25; C 0.15; N -0.59; C 0.68; O -0.61

---

[6]
Molecular formula: C13H13N2
Method: DFT, the ωB97M-V functional and the def2-TZVPD basis

CARTESIAN COORDINATES (ANGSTROEM)
C (2.93, -0.51, 0.19)
C (1.46, -0.39, 0.38)
C (0.50, -0.37, -0.59)
C (0.91, -0.48, -2.13)
C (-0.99, -0.33, -0.36)
C (-1.64, -1.60, -0.44)
C (-2.99, -1.69, -0.67)
C (-3.75, -0.48, -0.86)
N (-3.22, 0.65, -0.62)
C (-1.94, 0.80, -0.25)
C (-1.36, 1.98, 0.15)
N (-0.37, 2.49, 0.63)
C (0.85, 2.32, 1.41)
C (0.74, 1.07, 2.26)
C (1.09, -0.13, 1.75)
H (3.31, 0.25, -0.44)
H (3.34, -1.38, -0.20)
H (3.33, -0.51, 1.11)
H (0.10, -0.12, -2.72)
H (1.14, -1.49, -2.33)
H (1.84, 0.09, -2.17)
H (-0.98, -2.42, -0.12)
H (-3.56, -2.68, -0.78)
H (-4.73, -0.67, -1.39)
H (0.98, 3.28, 1.90)
H (1.63, 2.08, 0.55)
H (0.26, 1.19, 3.30)
H (1.10, -0.94, 2.47)

Summary:
Frontier orbital gap in eV: 7.98
Multiplicity: 1
Structure (SMILES): CC1=C(\C)c2cccnc2C#[N+]C/C=C\1
Total charge: +1
Energy relative to the best compared isomer or geometry (same formula, charge and spin) in kcal/mol: 91.1
HOMO in eV: -13.10

Atom charges from the natural (NBO) analysis, given in e for atoms 1 to 8: C -0.65; C -0.02; C -0.02; C -0.61; C 0.09; C -0.22; C -0.16; C 0.07

---

[7]
Molecular formula: C13H13N2
Method: DFT, the ωB97M-V functional and the def2-TZVPD basis

CARTESIAN COORDINATES (ANGSTROEM)
C (-2.40, -0.21, -0.08)
C (-0.92, -0.05, 0.23)
C (0.10, -0.49, -0.54)
C (-0.01, -1.68, -1.57)
C (1.34, 0.25, -0.52)
C (1.43, 1.40, -1.27)
C (2.61, 2.07, -1.62)
C (3.74, 1.54, -1.02)
N (3.69, 0.50, -0.17)
C (2.55, -0.09, 0.11)
C (2.26, -0.88, 1.27)
N (1.52, -1.15, 2.10)
C (0.41, -0.74, 2.89)
C (0.02, 0.63, 2.44)
C (-0.62, 0.93, 1.34)
H (-2.71, 0.83, -0.30)
H (-2.96, -0.70, 0.73)
H (-2.39, -0.85, -0.95)
H (-0.42, -1.41, -2.60)
H (-0.73, -2.36, -1.18)
H (1.07, -2.13, -1.76)
H (0.51, 1.69, -1.76)
H (2.62, 2.89, -2.38)
H (4.69, 1.86, -1.30)
H (0.81, -0.64, 3.85)
H (-0.39, -1.56, 2.88)
H (0.33, 1.52, 3.15)
H (-0.99, 1.93, 1.18)

Summary:
Frontier orbital gap in eV: 8.14
Multiplicity: 1
Structure (SMILES): CC1=C(\C)c2cccnc2C#[N+]C/C=C\1
Total charge: +1
Energy relative to the best compared isomer or geometry (same formula, charge and spin) in kcal/mol: 73.7
HOMO in eV: -12.92

Atom charges from the natural (NBO) analysis, given in e for atoms 1 to 8: C -0.64; C 0.01; C -0.05; C -0.65; C -0.01; C -0.15; C -0.17; C 0.05